DFT (wB97M-V/def2-TZVPD) results for a gas-phase ion, C5H7N4 (charge +1) in a non-equilibrium geometry.

## Properties
- largest force on an atom (eV/A) = 3.77
- HOMO (eV) = -14.05
- spin multiplicity = 1
- E_LUMO (Ha) = -0.1674
- E_tot (a.u.) = -413.4382
- net charge = +1
- energy above the lowest of the compared OMol25 structures with the same formula, charge and spin (kcal/mol) = 17.05

Structure (XYZ):
```
16
Properties=species:S:1:pos:R:3:lowdin_charge:R:1
C 2.5093 -0.9746 -0.0383 0.004
C 2.7323 0.4439 0.0985 -0.052
C 1.1949 -1.0961 -0.3137 0.007
C -2.5774 -0.7725 0.1701 0.150
C -0.6449 0.7285 -0.1415 -0.318
N 1.6121 1.0926 -0.0719 0.086
N -1.6245 -0.1484 -0.4111 0.132
N 0.6163 0.1999 -0.1830 -0.043
N -0.8819 2.0090 -0.0528 0.258
H 3.1587 -1.8283 -0.0157 0.117
H 3.6353 0.8816 0.2288 0.091
H 0.6867 -1.9334 -0.5699 0.092
H -2.9337 -1.4850 -0.5029 0.090
H -2.8346 -0.6739 1.1722 0.093
H -1.8302 2.2329 0.2767 0.166
H -0.1892 2.6371 -0.3946 0.129
```

DFT (wB97M-V/def2-TZVPD) results for a gas-phase ion, C5H7N4OS (charge +1) in a non-equilibrium geometry.

## Properties
- largest force on an atom (eV/A) = 5.50
- HOMO (eV) = -12.67
- spin multiplicity = 1
- E_LUMO (Ha) = -0.1946
- E_tot (a.u.) = -886.7372
- net charge = +1
- energy above the lowest of the compared OMol25 structures with the same formula, charge and spin (kcal/mol) = 99.98

Structure (XYZ):
```
18
Properties=species:S:1:pos:R:3:lowdin_charge:R:1
C -1.0928 -0.7895 -0.7784 -0.067
C -1.1537 0.1203 0.3582 0.014
C -0.3303 -1.8520 -0.9472 -0.050
C -0.1946 0.6757 1.0774 0.090
C 1.1318 2.5968 1.1813 -0.835
N 0.6102 -2.2376 0.0122 0.044
N 1.0107 -1.4903 0.9703 -0.121
N 0.9348 2.8269 -0.0888 0.145
N 0.6635 1.4069 1.7049 0.112
O 1.8260 -1.8669 1.8501 0.015
S 2.1368 3.6150 2.1492 0.701
H -1.7983 -0.6950 -1.5862 0.123
H -2.1228 0.5227 0.4659 0.133
H -0.3868 -2.5666 -1.8279 0.167
H 0.8969 -3.1925 0.1688 0.169
H 0.9073 2.1403 -0.7516 0.090
H 1.2091 3.6770 -0.4954 0.111
H 0.9990 1.3414 2.6655 0.159
```

DFT (wB97M-V/def2-TZVPD) results for a single C5H7N4P molecule in a non-equilibrium geometry.

## Properties
- largest force on an atom (eV/A) = 7.10
- HOMO (spin up / spin down) (eV) = -7.50 / -7.50
- spin multiplicity = 1
- E_LUMO (spin up / spin down) (Ha) = -0.0347 / -0.0347
- E_tot (a.u.) = -754.9725
- energy above the lowest of the compared OMol25 structures with the same formula, charge and spin (kcal/mol) = 9.61

Structure (XYZ):
```
17
Properties=species:S:1:pos:R:3:lowdin_charge:R:1
C 0.2236 1.9595 0.0708 -0.106
C -1.0546 2.3931 0.1246 -0.397
C 0.6034 0.5589 -0.0514 -0.374
C -0.2792 -0.4216 -0.0432 -0.183
C -1.9680 -0.1386 -0.0586 -0.497
N -3.8400 -1.2400 -0.0434 0.061
N -2.5529 -1.3428 -0.0729 -0.127
N 1.9576 0.3619 -0.0639 0.092
N -0.0122 -1.7857 0.2730 0.053
P -2.5560 1.4743 -0.1400 0.973
H 1.0744 2.7252 0.1953 0.132
H -1.4038 3.3907 0.2272 0.010
H -4.1218 -2.1942 0.0323 0.029
H 2.5477 1.0966 0.3287 0.098
H 2.1606 -0.6110 0.1111 0.076
H 0.7500 -2.1724 0.7641 0.056
H -0.8414 -2.4595 0.1217 0.105
```